(1)
118
Properties=species:S:1:pos:R:3 method="wB97M-V/def2-TZVPD" e_homo_ev="-3.756 / -3.756" orbital_gap_ev="4.46 / 4.46" multiplicity=1 lumo_energy_ev="0.702 / 0.707" total_charge=-1
Rb 0.69 -0.65 0.17
C -0.64 5.84 -3.19
C -1.14 4.50 -2.77
C -2.34 3.88 -3.16
C -2.38 2.66 -2.54
N -1.24 2.58 -1.80
N -0.49 3.70 -1.94
B 0.86 4.01 -1.16
N 0.56 3.83 0.34
N -0.72 3.75 0.77
C -0.66 3.65 2.09
C 0.68 3.69 2.53
C 1.43 3.81 1.38
C 2.90 3.96 1.22
C -1.89 3.48 2.88
C -3.04 2.96 2.30
C -4.19 2.77 3.04
C -4.21 3.11 4.39
C -3.07 3.63 4.98
C -1.92 3.82 4.24
N 2.01 3.16 -1.69
N 1.96 1.81 -1.70
C 3.12 1.39 -2.16
C 3.96 2.48 -2.45
C 3.21 3.60 -2.14
C 3.61 5.03 -2.26
C 3.43 -0.04 -2.37
C 4.74 -0.50 -2.21
C 5.04 -1.84 -2.43
C 4.04 -2.73 -2.80
C 2.74 -2.28 -2.96
C 2.44 -0.94 -2.76
C -3.38 1.58 -2.65
C -3.00 0.28 -2.98
C -3.96 -0.71 -3.08
C -5.29 -0.41 -2.86
C -5.68 0.89 -2.55
C -4.72 1.89 -2.44
H -1.35 6.28 -3.89
H 0.33 5.75 -3.68
H -0.53 6.50 -2.33
H -3.06 4.26 -3.86
H 1.11 5.16 -1.39
H 1.05 3.61 3.54
H 3.38 3.84 2.18
H 3.15 4.95 0.82
H 3.32 3.21 0.53
H -3.02 2.69 1.25
H -5.07 2.35 2.58
H -5.11 2.95 4.98
H -3.08 3.89 6.03
H -1.03 4.23 4.70
H 4.95 2.47 -2.87
H 4.44 5.12 -2.95
H 3.93 5.44 -1.30
H 2.79 5.66 -2.62
H 5.51 0.19 -1.89
H 6.06 -2.19 -2.29
H 4.28 -3.78 -2.95
H 1.93 -2.95 -3.24
H 1.42 -0.61 -2.91
H -1.96 0.02 -3.16
H -3.63 -1.71 -3.32
H -6.04 -1.19 -2.92
H -6.72 1.12 -2.37
H -5.01 2.90 -2.17
C -3.10 -0.79 2.45
Si -2.64 -2.56 1.95
C -3.23 -2.67 0.16
C -3.86 -3.64 2.93
C -0.90 -2.95 2.25
Si -0.17 -2.25 3.74
C 1.46 -3.01 4.35
C -1.25 -2.23 5.31
C 0.28 -0.42 3.42
Si -0.13 -4.39 1.53
C -0.81 -5.01 -0.11
C -0.18 -5.95 2.62
C 1.76 -4.17 1.13
C 2.54 -5.31 0.91
C 3.88 -5.21 0.61
C 4.44 -3.95 0.52
C 3.61 -2.86 0.73
N 2.32 -2.95 1.04
H -4.19 -0.68 2.38
H -2.66 -0.06 1.76
H -2.80 -0.50 3.46
H -4.19 -2.15 0.06
H -3.37 -3.70 -0.17
H -2.51 -2.21 -0.53
H -4.90 -3.36 2.72
H -3.69 -3.55 4.00
H -3.74 -4.70 2.67
H 1.44 -4.10 4.43
H 1.68 -2.61 5.34
H 2.28 -2.74 3.68
H -1.42 -3.24 5.68
H -2.22 -1.76 5.14
H -0.73 -1.66 6.09
H 1.28 -0.41 2.96
H 0.30 0.25 4.29
H -0.46 -0.02 2.72
H -1.83 -5.38 0.01
H -0.20 -5.84 -0.49
H -0.83 -4.22 -0.87
H -1.24 -6.19 2.78
H 0.26 -5.79 3.61
H 0.29 -6.84 2.18
H 2.07 -6.29 0.97
H 4.48 -6.10 0.44
H 5.49 -3.80 0.27
H 4.02 -1.85 0.64
O -1.70 0.93 -0.45
N -0.84 1.66 -0.76
O 3.45 0.39 1.56
O 4.05 1.16 2.26
N -0.81 -2.11 -3.45
C -0.53 -1.96 -2.33

---

(2)
119
Properties=species:S:1:pos:R:3 method="wB97M-V/def2-TZVPD" e_homo_ev="-7.168 / -7.080" orbital_gap_ev="5.48 / 5.35" multiplicity=1 lumo_energy_ev="-1.692 / -1.729" total_charge=0
Bi 0.45 0.29 -0.32
C 1.30 -5.41 -0.53
Si 1.22 -3.89 -1.69
C 0.71 -4.50 -3.44
C 3.03 -3.34 -1.84
N 0.30 -2.58 -1.05
P -1.26 -2.27 -1.02
C -1.64 -0.76 -0.17
P -1.51 -0.91 1.60
N -0.10 -0.27 2.01
Si 0.41 0.21 3.62
C 2.30 0.42 3.80
C -0.33 1.92 4.06
C -0.01 -1.11 4.93
C -1.74 -2.58 2.30
C -2.93 -3.01 2.87
C -3.08 -4.32 3.28
C -2.04 -5.22 3.11
C -0.84 -4.79 2.56
C -0.69 -3.48 2.15
C -2.96 -0.01 2.29
C -3.89 0.65 1.49
C -4.94 1.34 2.08
C -5.07 1.38 3.46
C -4.15 0.72 4.25
C -3.09 0.04 3.67
C -2.42 -3.61 -0.55
C -3.61 -3.36 0.11
C -4.52 -4.38 0.32
C -4.25 -5.66 -0.14
C -3.07 -5.91 -0.82
C -2.16 -4.89 -1.04
C -1.93 -1.96 -2.71
C -3.15 -2.46 -3.17
C -3.56 -2.21 -4.47
C -2.77 -1.46 -5.33
C -1.57 -0.94 -4.87
C -1.16 -1.19 -3.57
H 1.62 -6.29 -1.07
H 0.35 -5.64 -0.05
H 2.03 -5.24 0.26
H 1.60 -4.75 -4.01
H 0.16 -3.75 -4.00
H 0.10 -5.40 -3.40
H 3.61 -4.20 -2.15
H 3.43 -3.01 -0.89
H 3.19 -2.55 -2.57
H 2.74 1.16 3.14
H 2.84 -0.52 3.67
H 2.49 0.75 4.82
H -0.24 2.62 3.24
H 0.20 2.35 4.90
H -1.38 1.86 4.33
H -0.56 -1.95 4.52
H -0.59 -0.69 5.75
H 0.90 -1.51 5.36
H -3.76 -2.31 2.98
H -4.02 -4.65 3.71
H -2.16 -6.25 3.40
H -0.03 -5.49 2.43
H 0.24 -3.14 1.72
H -3.79 0.60 0.42
H -5.67 1.84 1.46
H -5.90 1.90 3.91
H -4.25 0.74 5.32
H -2.38 -0.48 4.29
H -3.83 -2.35 0.43
H -5.45 -4.17 0.82
H -4.96 -6.46 0.03
H -2.86 -6.90 -1.19
H -1.27 -5.06 -1.62
H -3.78 -3.04 -2.52
H -4.49 -2.62 -4.82
H -3.09 -1.28 -6.34
H -0.95 -0.34 -5.52
H -0.22 -0.81 -3.20
Cl 2.90 -0.96 1.07
C 3.46 -0.42 -0.46
C 2.51 -0.13 -1.42
C 2.97 0.17 -2.69
Cl 1.87 0.32 -3.99
C 4.33 0.29 -2.97
Cl 4.87 0.70 -4.55
C 5.27 0.07 -1.96
Cl 6.94 0.24 -2.28
C 4.83 -0.33 -0.69
Cl 5.97 -0.70 0.54
C -3.94 4.70 0.13
C -2.91 4.42 1.23
C -2.20 3.19 0.97
N -1.67 2.21 0.72
H -4.49 5.61 0.36
H -4.65 3.88 0.04
H -3.45 4.83 -0.83
H -3.39 4.33 2.20
H -2.17 5.23 1.26
I 1.53 2.48 0.63
I 2.58 5.20 1.51
C 1.48 3.50 -2.91
N 0.35 2.96 -3.63
C 0.45 3.01 -5.07
C -0.70 2.41 -3.00
N -0.61 1.83 -1.83
N -1.90 2.51 -3.65
C -2.26 3.77 -4.28
C -3.03 1.70 -3.25
H 1.89 4.32 -3.50
H 2.27 2.76 -2.76
H 1.17 3.88 -1.95
H -0.33 2.40 -5.51
H 1.42 2.60 -5.36
H 0.39 4.03 -5.44
H -1.52 1.72 -1.39
H -1.50 4.52 -4.08
H -3.21 4.12 -3.87
H -2.38 3.66 -5.36
H -2.69 0.72 -2.93
H -3.67 1.57 -4.12
H -3.60 2.16 -2.44

---

The following max |F| values (in eV Å⁻¹) correspond, in order, to the records above: 0.452 3.433.